(1)
The following is a DFT calculation (wB97M-V/def2-TZVPD) of a molecular structure, C31H38AsClN6O3RuS2SeSi.

Results
ΔE to the lowest compared entry with this formula, charge and spin: 14.5 kcal per mole
multiplicity: 2
HOMO-LUMO gap (alpha / beta): 6.826 / 6.274 eV
charge: +1

Each line ends with the Mulliken charge.
Atoms and positions in Å:
Ru1 1.088190 -0.256977 0.544886  1.0416
C1 2.247599 0.110815 5.646269  -0.8709
N1 3.207776 0.010755 4.566901  0.2677
C2 4.572166 -0.095849 4.691050  -0.8163
C3 5.092061 -0.183695 3.461917  -0.3947
N2 4.030070 -0.120908 2.536986  0.4971
C4 2.858509 0.002456 3.258397  -0.1028
S1 1.264707 0.138503 2.792531  -0.3193
C5 4.232055 -0.169181 1.133144  1.0306
C6 5.555128 -0.261117 0.681495  -0.9163
C7 5.829677 -0.259459 -0.665121  -0.8455
C8 4.776227 -0.156671 -1.558623  -0.8974
C9 3.507403 -0.086134 -1.043320  -0.5456
N3 3.203814 -0.106424 0.273015  0.4242
H1 2.784777 0.056342 6.588718  0.3329
H2 1.528593 -0.705076 5.575847  0.3454
H3 1.711212 1.056890 5.583130  0.3357
H4 5.058062 -0.098628 5.648532  0.4496
H5 6.119539 -0.260551 3.181424  0.4756
H6 6.373622 -0.331965 1.373175  0.3674
H7 6.852047 -0.331144 -1.007767  0.4413
H8 4.930586 -0.133633 -2.626674  0.5342
H9 2.648143 -0.009795 -1.690122  0.1461
C10 -1.850363 2.431376 2.003677  -0.6996
As1 -0.948735 2.809467 0.348834  1.1395
C11 -1.999310 2.208761 -1.137719  -0.2296
C12 -0.903082 4.729938 0.221697  -1.2331
S2 1.060855 2.132078 0.240294  -0.8104
H10 -2.892570 2.739255 1.900766  0.2705
H11 -1.367319 3.005542 2.793898  0.5025
H12 -1.796104 1.372677 2.209691  -0.0577
H13 -2.988536 2.664752 -1.116333  0.5784
H14 -2.073009 1.126881 -1.085183  -0.6042
H15 -1.467903 2.504203 -2.047290  0.2775
H16 -1.915302 5.113655 0.098998  0.4071
H17 -0.292941 5.010537 -0.636168  0.3737
H18 -0.458470 5.138325 1.127893  0.4099
Se1 -1.373437 -4.019774 -1.669537  0.2621
N4 -0.765320 -5.119167 -0.398355  -0.8433
C13 0.169761 -4.502161 0.362351  0.3663
C14 0.858957 -5.102086 1.426295  -0.7297
C15 1.785039 -4.341253 2.112217  -1.0350
C16 1.997786 -3.013893 1.778265  -0.1577
N5 1.352388 -2.393470 0.775206  0.4970
C17 0.498082 -3.141387 0.092311  0.4980
N6 -0.215179 -2.606626 -0.949822  -0.2868
H19 0.658257 -6.131775 1.683795  0.4996
H20 2.342963 -4.768284 2.932751  0.4620
H21 2.697737 -2.412521 2.337820  0.1090
C18 1.179243 -0.875325 -5.020474  -1.2658
Si1 0.388148 0.392556 -3.889162  -0.1350
C19 -1.357928 0.742718 -4.462930  -0.4859
C20 1.392915 1.961096 -3.832355  -0.8388
C21 0.237938 -0.432639 -2.215381  -0.0577
C22 0.049829 -1.423107 -1.512669  0.6407
H22 1.183952 -0.517036 -6.050524  0.3903
H23 0.617498 -1.810073 -4.992170  0.3241
H24 2.207124 -1.106107 -4.743699  0.3545
H25 -1.347980 0.908697 -5.541577  0.5270
H26 -1.785475 1.631308 -3.993244  0.2491
H27 -2.023643 -0.098136 -4.267228  -0.1132
H28 1.371758 2.421865 -4.823069  0.4461
H29 2.438210 1.802167 -3.559853  0.2770
H30 0.984550 2.673320 -3.119592  0.2248
C23 -5.725747 1.547967 1.055812  -1.5069
C24 -5.065747 0.982639 -0.165532  1.1667
C25 -5.405664 1.418047 -1.435885  -0.8129
C26 -4.856097 0.819956 -2.563485  -0.0157
Cl1 -5.297333 1.395756 -4.140874  -0.2376
C27 -3.967022 -0.228786 -2.436799  -0.7817
C28 -3.596990 -0.659421 -1.169587  -0.7022
C29 -4.126728 -0.052292 -0.043154  1.4814
O1 -3.810760 -0.404878 1.226841  -0.4385
C30 -3.024852 -1.557103 1.428586  -1.3449
C31 -1.532473 -1.270546 1.590749  0.6720
O2 -0.922174 -1.891459 2.449639  -0.6435
O3 -1.030998 -0.436765 0.745506  0.4338
H31 -6.420924 2.339795 0.785997  0.4264
H32 -4.999570 1.942679 1.770109  0.2272
H33 -6.276020 0.767715 1.582953  0.3163
H34 -6.129005 2.213755 -1.554439  0.4161
H35 -3.547453 -0.694563 -3.317938  0.8594
H36 -2.855563 -1.442345 -1.080605  -0.6880
H37 -3.151961 -2.270701 0.603141  0.2548
H38 -3.379290 -2.034326 2.340708  0.4338

Cartesian forces (eV/Å) of the 3 atoms listed first:
0.088 0.190 0.124
-0.076 0.020 0.072
-0.041 0.027 -0.186


(2)
The following is a DFT calculation (wB97M-V/def2-TZVPD) of a molecular structure, C31H38ErN4.

Results
ΔE to the lowest compared entry with this formula, charge and spin: 54.2 kcal per mole
multiplicity: 4
HOMO-LUMO gap (alpha / beta): 2.796 / 3.551 eV
charge: -1

Each line ends with the Mulliken charge.
Atoms and positions in Å:
Er1 -0.326861 0.434797 0.182796  -0.5712
N1 -1.573808 -1.264992 0.945924  -0.3570
N2 -0.316964 -2.385829 -1.355369  0.6361
C1 2.150056 0.931637 -0.174931  1.3229
C2 2.245619 -0.410450 0.305027  0.3339
C3 1.758999 -0.454674 1.642057  0.8011
C4 1.808092 -1.694319 2.472112  -0.9597
H1 1.755320 -2.631153 1.910839  0.2072
H2 0.936234 -1.819419 3.121349  -0.2149
H3 2.604370 -1.672667 3.215827  0.4092
C5 1.348076 0.882119 2.004545  0.6119
C6 0.732785 1.410203 3.253643  -1.3961
H4 1.466671 1.659295 4.008745  0.4010
H5 0.164407 0.641169 3.821934  0.2156
H6 -0.072804 2.143522 3.120570  0.0999
C7 1.599717 1.735548 0.876551  0.0868
C8 1.205565 3.176632 0.765540  -1.4269
H7 0.336299 3.455917 1.385278  0.2874
H8 0.979787 3.499641 -0.266247  0.2421
H9 2.059599 3.771182 1.115015  0.3786
C9 2.830528 -1.573168 -0.437114  -1.6192
H10 3.904340 -1.678861 -0.209227  0.3807
H11 2.748344 -1.476415 -1.529778  0.1849
H12 2.360085 -2.529049 -0.175638  0.2794
C10 2.654942 1.468312 -1.469373  -1.5374
H13 1.933692 2.129406 -1.971140  0.1061
H14 2.906303 0.671242 -2.172893  0.3201
H15 3.566181 2.056908 -1.292105  0.3423
C11 -1.767340 -0.629556 2.240941  -1.1513
H16 -2.091471 0.410319 2.078431  0.3978
C12 -2.339013 -1.441858 3.427198  1.2124
H17 -3.150166 -0.945265 3.975929  0.4196
C13 -2.245234 -2.876692 3.145842  -1.1444
H18 -2.596033 -3.496743 3.975791  0.2935
C14 -1.487262 -3.367331 2.102875  -1.1600
H19 -1.266490 -4.453159 2.057171  0.2388
C15 -1.080312 -2.551725 0.980741  1.7419
C16 -0.364342 -3.063334 -0.146375  -1.2992
H20 -0.241684 -4.158351 -0.204231  0.1838
C17 -0.167208 -1.011397 -1.473005  -0.5238
C18 -0.312001 -2.985638 -2.634689  -0.9330
H21 -0.391747 -4.055028 -2.723961  0.4979
C19 -0.326051 -1.981424 -3.536200  -0.3966
H22 -0.413886 -1.973105 -4.615775  0.4955
N3 -0.286026 -0.782321 -2.809739  1.1932
C20 -0.491050 0.524354 -3.386067  -0.2088
C21 0.503610 1.126195 -4.186866  0.9801
C22 0.279789 2.420679 -4.682718  -0.8203
H23 1.048486 2.887145 -5.303940  0.2812
C23 -0.911158 3.108773 -4.425504  0.9032
C24 -1.123044 4.507510 -4.937110  -1.5314
H24 -1.001301 5.248154 -4.135754  0.2842
H25 -2.134481 4.634244 -5.340783  0.3664
H26 -0.404876 4.752313 -5.725842  0.3586
C25 -1.907307 2.472770 -3.681826  -1.2086
H27 -2.865554 2.975949 -3.518087  0.3269
C26 -1.715795 1.183031 -3.161488  1.1780
C27 -2.851589 0.453879 -2.499431  -1.1631
H28 -3.301394 -0.290699 -3.178666  0.2796
H29 -3.645747 1.157921 -2.223485  0.3918
H30 -2.564965 -0.091431 -1.581522  0.2089
C28 1.746103 0.378059 -4.561870  -1.9707
H31 1.628034 -0.111932 -5.539103  0.3724
H32 2.016980 -0.400790 -3.839832  0.2128
H33 2.596308 1.066326 -4.652796  0.4714
C29 -1.454283 -0.859170 6.585234  -1.4287
C30 -0.377037 -1.264697 5.581707  -0.4533
C31 -1.048016 -1.289199 4.200145  -0.3445
N4 -0.605639 -0.603532 3.179981  0.0753
H34 -1.878341 0.094825 6.273191  0.3172
H35 -1.060925 -0.732207 7.585357  0.4737
H36 -2.252688 -1.598713 6.632503  0.2542
H37 0.508978 -0.601485 5.752865  0.3726
H38 0.027590 -2.262200 5.836855  0.3901

Cartesian forces (eV/Å) of the 3 atoms listed first:
-0.990 1.389 1.379
0.100 0.775 1.037
0.988 0.959 -0.876


(3)
The following is a DFT calculation (wB97M-V/def2-TZVPD) of a molecular structure, C31H38F4N6O5SSn.

Results
ΔE to the lowest compared entry with this formula, charge and spin: 42.4 kcal per mole
multiplicity: 1
HOMO-LUMO gap: 6.330 eV
charge: -2

Each line ends with the Mulliken charge.
Atoms and positions in Å:
Sn1 -0.751475 -0.333148 0.423996  0.8812
C1 -3.553496 1.005308 2.393333  -1.5160
N1 -3.416560 0.343059 1.105473  0.9797
C2 -4.276385 -0.832658 1.069913  -1.1877
C3 -3.713400 1.299856 0.033472  -1.1413
C4 -3.940105 0.681039 -1.346965  -1.2198
N2 -2.952672 -0.321402 -1.673986  0.4379
C5 -3.010107 -0.929088 -2.833940  0.0170
C6 -2.061679 -1.968521 -3.120209  -0.3748
F1 -1.191159 -2.311474 -2.125103  0.0995
C7 -1.980623 -2.647059 -4.301443  0.0349
F2 -1.018763 -3.592220 -4.452364  -0.3576
C8 -2.854763 -2.414150 -5.354280  -0.7304
C9 -3.826230 -1.457262 -5.110825  0.1217
F3 -4.737766 -1.216054 -6.086297  -0.3602
C10 -3.919914 -0.748725 -3.938363  0.4517
F4 -4.950230 0.143675 -3.864160  -0.3746
H1 -4.585869 1.363057 2.551626  0.3766
H2 -2.881193 1.864295 2.438258  0.3142
H3 -3.301168 0.310112 3.194199  0.4505
H4 -5.336433 -0.571236 1.230576  0.3208
H5 -3.950164 -1.522991 1.848298  0.3520
H6 -4.162156 -1.335048 0.112188  0.2162
H7 -2.871721 1.996766 -0.014199  0.4091
H8 -4.621240 1.878586 0.279870  0.3767
H9 -3.921477 1.517690 -2.057324  0.5599
H10 -4.956285 0.261324 -1.379358  0.4785
H11 -2.787628 -2.950489 -6.286737  0.4788
C11 0.322137 -4.612475 -0.255593  -1.9704
C12 0.548179 -3.426894 0.676109  2.1166
C13 1.780088 -3.610989 1.553651  -1.9452
O1 0.754464 -2.233263 -0.090233  -0.2057
C14 -0.696032 -3.319045 1.610483  0.0492
O2 -0.962919 -4.301415 2.302058  -0.7812
O3 -1.341642 -2.222429 1.573123  -0.3848
H12 1.195754 -4.777998 -0.891044  0.4286
H13 -0.548250 -4.419919 -0.887611  0.4467
H14 0.130398 -5.500912 0.341637  0.3968
H15 2.653742 -3.851014 0.944045  0.4616
H16 1.596942 -4.406153 2.273473  0.3919
H17 1.970069 -2.677464 2.085733  0.2392
H18 0.333231 -2.349698 -0.954216  0.1635
O4 3.503480 5.965245 -3.450407  -0.6092
C15 4.437910 4.945568 -3.272334  -0.3776
N3 3.864607 3.600860 -3.322930  -0.1187
C16 4.102987 2.669972 -2.362983  0.0442
O5 5.007241 2.750479 -1.547732  -0.6508
C17 3.256739 1.432567 -2.520215  -0.0492
C18 3.735973 0.413778 -3.333741  -0.2727
C19 2.963418 -0.720146 -3.519779  -1.2237
C20 1.739073 -0.792890 -2.873937  -0.0219
N4 1.283810 0.160921 -2.070333  0.2304
C21 2.025158 1.253389 -1.899043  -0.2406
H19 2.643904 5.780637 -2.940426  0.5629
H20 4.984302 5.025213 -2.325035  0.3041
H21 5.165793 5.035227 -4.089368  0.2580
H22 2.972446 3.558491 -3.793431  0.2960
H23 4.703422 0.518265 -3.810680  0.4534
H24 3.302765 -1.529171 -4.152890  0.4265
H25 1.095589 -1.654646 -3.013923  0.2392
H26 1.615353 2.010394 -1.242258  0.7179
S1 -0.845611 4.833857 -0.376722  -0.4964
C22 0.381366 5.122204 -1.400312  0.1627
N5 1.265738 5.329417 -2.139232  -0.7234
C23 0.740189 -0.013798 6.183371  -1.0146
N6 -0.231467 -0.375605 5.175185  0.0978
C24 0.085629 -1.669536 4.596075  -0.6046
C25 -0.451153 0.664935 4.158493  -0.5003
C26 0.743560 0.987732 3.284135  1.2597
C27 1.739876 1.825182 3.784856  -0.5624
C28 2.921541 2.029947 3.088559  -0.7366
C29 3.117365 1.368661 1.885553  -0.8767
C30 2.093842 0.589421 1.366357  -0.4566
C31 0.865329 0.398805 2.013083  -0.2195
H27 0.705750 -0.756709 6.985623  0.3410
H28 0.487385 0.961967 6.605396  0.3157
H29 1.773752 0.027824 5.804584  0.3297
H30 0.006712 -2.435471 5.371914  0.4183
H31 1.100022 -1.707671 4.169876  0.2327
H32 -0.623583 -1.900730 3.804160  -0.0648
H33 -0.797000 1.558424 4.691025  0.6893
H34 -1.253529 0.294686 3.518620  -0.9214
H35 1.579083 2.348168 4.723870  0.3660
H36 3.676778 2.703223 3.477952  0.3595
H37 4.045010 1.492197 1.337308  0.4464
H38 2.263971 0.095138 0.414456  0.6893

Cartesian forces (eV/Å) of the 3 atoms listed first:
0.146 -0.096 0.654
0.077 0.028 -0.066
-0.183 -0.062 0.111


Max |F|? In order: 1.482; 4.254; 0.893 eV/Å.
Molecular weight? In order: 925.31; 633.93; 801.45 g/mol.